(1)
Entry from the OMol25 dataset: a molecular structure, C30H37BrCl2F6N7O3Tm (wB97M-V/def2-TZVPD).

Positions of all 87 atoms, in Å:
Tm (-0.18278, -1.10286, 0.95515)
C (-0.17502, -1.94632, -2.57004)
N (-0.01221, -0.61745, -1.95703)
C (-1.13197, 0.27543, -2.29614)
C (-2.41091, 0.04072, -1.54941)
C (-3.59360, -0.15258, -2.24773)
C (-4.77821, -0.31280, -1.54955)
C (-4.73986, -0.23672, -0.16952)
C (-3.51412, -0.03304, 0.44467)
N (-2.36229, 0.07929, -0.21453)
C (1.16815, 0.03025, -2.58592)
C (2.56109, -0.57759, -2.58359)
C (3.57363, 0.17032, -3.18547)
C (4.84460, -0.36289, -3.27484)
C (5.08666, -1.61618, -2.73131)
C (4.03210, -2.27078, -2.12048)
N (2.79997, -1.77057, -2.07199)
C (-1.29029, -2.79144, -2.03378)
C (-1.74066, -3.86162, -2.80072)
C (-2.74548, -4.67262, -2.31109)
C (-3.32507, -4.34584, -1.09490)
C (-2.82043, -3.26223, -0.40377)
N (-1.79548, -2.51999, -0.82994)
H (0.74836, -2.48899, -2.37134)
H (-0.29148, -1.85442, -3.66242)
H (-1.34003, 0.23341, -3.37519)
H (-0.82826, 1.29444, -2.04714)
H (-3.58343, -0.18500, -3.32926)
H (-5.70765, -0.49656, -2.07272)
H (-5.63628, -0.33943, 0.42593)
H (-3.44299, 0.01387, 1.52249)
H (1.26454, 1.01818, -2.12957)
H (0.92658, 0.17868, -3.65210)
H (3.36032, 1.15809, -3.57789)
H (5.64039, 0.19800, -3.74785)
H (6.06764, -2.06852, -2.78340)
H (4.15042, -3.23759, -1.64101)
H (-1.29030, -4.05900, -3.76503)
H (-3.08404, -5.53476, -2.87079)
H (-4.13966, -4.92200, -0.67968)
H (-3.26182, -2.96182, 0.53575)
C (1.25466, 3.93552, -0.71865)
C (-0.29774, 3.97826, -0.97463)
N (-1.05373, 2.99872, -0.20805)
C (-1.52318, 3.47332, 1.09012)
C (-1.41554, 2.40414, 2.19013)
N (-0.17845, 1.61693, 2.14956)
C (1.00899, 2.32832, 2.63270)
C (1.59860, 3.36557, 1.65292)
N (1.58839, 2.93085, 0.26871)
H (1.60775, 4.93356, -0.42720)
H (1.75646, 3.68166, -1.65432)
H (-0.48016, 3.79805, -2.03982)
H (-0.68672, 4.97455, -0.75724)
H (-0.43291, 2.21651, -0.02164)
H (-2.57740, 3.76085, 1.00742)
H (-0.98559, 4.37524, 1.40745)
H (-2.23310, 1.69363, 2.07684)
H (-1.53638, 2.90952, 3.15902)
H (-0.32138, 0.83479, 2.78530)
H (1.76904, 1.57923, 2.85077)
H (0.79778, 2.85350, 3.57616)
H (2.61158, 3.60169, 2.00476)
H (1.02374, 4.28996, 1.71612)
H (2.41201, 2.40079, 0.03185)
Cl (4.49969, 0.71435, 0.43452)
C (3.75728, -0.48006, 1.49760)
Cl (4.26347, -0.19835, 3.16674)
C (2.21799, -0.44633, 1.39380)
O (1.54989, -0.82022, 2.37326)
O (1.69991, -0.06686, 0.31875)
H (4.10963, -1.46488, 1.19904)
Br (1.01436, -3.43340, 0.61650)
C (-3.03337, -0.89023, 4.54915)
C (-1.99025, -1.57894, 3.67050)
O (-1.68535, -0.92085, 2.51525)
C (-0.69099, -1.75582, 4.50887)
F (-0.87894, -2.28955, 5.72361)
F (0.18725, -2.53075, 3.86348)
F (-0.11605, -0.55124, 4.70262)
C (-2.46995, -3.01027, 3.29322)
F (-1.75314, -3.46342, 2.24309)
F (-3.76172, -3.00289, 2.89122)
F (-2.37353, -3.91175, 4.27621)
H (-2.67368, 0.10598, 4.80302)
H (-3.20748, -1.45703, 5.46314)
H (-3.96777, -0.80226, 3.99825)

Forces on the atoms, in the same order (eV/Å):
-1.81 0.27 -1.24
0.19 0.03 0.15
0.29 -0.28 -0.03
0.00 -0.04 0.08
-0.11 0.07 -0.10
0.00 0.08 -0.02
0.01 -0.02 0.06
-0.01 0.06 -0.10
-0.05 0.02 0.15
0.03 0.00 0.06
-0.05 0.14 0.09
-0.04 -0.14 0.10
-0.01 0.14 -0.05
-0.07 0.07 0.06
0.05 -0.08 0.04
0.00 0.03 -0.01
-0.35 -0.12 0.22
-0.18 0.00 -0.02
0.00 0.00 -0.01
-0.04 0.04 0.04
0.02 -0.01 -0.03
-0.10 0.11 0.11
0.27 -0.26 0.06
0.11 -0.02 -0.05
-0.02 0.03 0.02
0.06 0.03 -0.01
0.00 0.03 -0.05
0.05 -0.02 0.00
-0.01 0.03 -0.01
0.02 0.00 0.03
0.03 -0.08 -0.01
-0.03 0.00 -0.01
-0.03 0.15 0.02
-0.01 -0.02 -0.03
0.00 -0.01 -0.01
-0.01 -0.01 0.06
0.09 -0.01 -0.09
0.02 0.03 0.00
-0.01 0.02 -0.03
0.00 0.01 0.01
0.05 -0.06 0.02
-0.22 -0.04 0.14
0.03 -0.11 -0.05
-0.09 0.05 -0.02
-0.01 -0.05 0.03
-0.02 0.01 -0.29
-0.08 -0.09 0.23
0.15 0.13 -0.30
-0.25 -0.20 0.07
0.30 0.04 -0.11
0.02 0.00 -0.05
0.03 0.00 0.02
0.04 0.09 0.01
-0.03 0.00 -0.04
0.11 -0.01 0.05
0.01 0.04 0.12
0.01 -0.01 -0.02
0.01 0.01 0.05
-0.04 -0.03 0.01
-0.07 0.19 0.12
-0.02 -0.01 0.05
0.02 -0.05 0.02
-0.03 0.05 0.02
0.04 0.02 0.01
0.02 -0.03 -0.02
0.09 0.07 -0.25
-0.29 0.01 0.23
0.06 -0.07 0.07
1.17 0.59 -0.16
-0.06 -0.08 0.50
0.37 0.06 -0.24
-0.07 0.00 -0.02
0.23 -0.52 -0.19
0.03 0.00 -0.22
0.27 -0.48 0.39
0.19 0.01 0.17
0.10 0.12 -0.09
-0.12 0.03 0.07
0.00 0.00 0.11
-0.06 -0.02 0.00
0.08 0.03 -0.36
-0.18 -0.20 0.44
0.02 0.08 0.03
-0.06 0.08 -0.05
0.00 -0.01 0.02
-0.05 0.03 0.00
0.00 0.04 0.00

Summary:
Multiplicity: 3
Gap between HOMO and LUMO in eV: 8.9
Energy in eV: -189212.963

***

(2)
Entry from the OMol25 dataset: 5 unconnected molecules or ions with the total composition C30H37Cl8F9INO6S (wB97M-V/def2-TZVPD).

Positions of all 93 atoms, in Å:
C (3.91891, 2.65377, -0.02314)
C (3.87390, 1.94561, 1.34531)
C (2.44599, 1.52750, 1.69963)
C (2.31850, 0.49966, 2.83340)
C (3.23794, -0.70865, 2.72192)
N (0.89134, 0.05507, 2.99387)
C (-0.12708, 0.89903, 2.46678)
O (-0.47940, 1.93043, 2.96261)
C (-0.70717, 0.19727, 1.27310)
C (-1.45226, 0.70024, 0.22202)
C (-1.87646, 2.14596, 0.13394)
C (-3.33293, 2.36278, -0.31650)
C (-3.48227, 3.70254, -1.05875)
C (-3.00870, 3.59104, -2.49376)
O (-2.87677, 4.90730, -3.06310)
C (-1.85560, 4.99839, -3.97722)
C (-0.66786, 5.77037, -3.47313)
O (-1.93388, 4.51700, -5.06918)
C (-1.71143, -0.20773, -0.80481)
C (-1.28635, -1.53084, -0.73605)
S (-1.62862, -2.47203, -2.19624)
O (-2.50735, -1.71789, -3.04121)
O (-1.91587, -3.83977, -1.88992)
C (0.05646, -2.35486, -3.05003)
F (0.95562, -2.10264, -2.07015)
F (0.02909, -1.30308, -3.87380)
C (0.56344, -3.61281, -3.79930)
F (1.84707, -3.38686, -4.14986)
F (0.54724, -4.64069, -2.93484)
C (-0.22505, -4.05245, -5.06679)
F (0.41060, -5.15030, -5.52242)
F (-1.47025, -4.38837, -4.70722)
C (-0.30834, -3.02917, -6.25179)
F (-0.42178, -3.70314, -7.39525)
F (-1.37950, -2.24979, -6.10416)
F (0.78493, -2.26602, -6.31809)
C (-0.59832, -2.06551, 0.36960)
C (-0.16781, -3.50756, 0.46826)
C (-1.22100, -4.46456, 1.09604)
C (-2.58403, -3.84819, 1.38256)
I (-0.50472, -5.44509, 2.87156)
C (-0.30376, -1.13386, 1.34402)
C (0.52605, -1.27307, 2.58515)
O (0.77144, -2.26145, 3.20766)
H (4.14043, 1.92470, -0.80759)
H (2.96046, 3.11520, -0.26913)
H (4.71273, 3.40090, -0.06594)
H (4.54292, 1.08535, 1.29838)
H (4.27348, 2.61659, 2.11152)
H (1.94536, 1.17873, 0.78712)
H (1.92460, 2.43226, 2.03172)
H (2.58816, 1.00984, 3.76138)
H (3.07362, -1.27121, 1.79657)
H (3.05684, -1.37502, 3.56331)
H (4.27760, -0.39084, 2.77991)
H (-1.73994, 2.61464, 1.10708)
H (-1.21175, 2.64535, -0.58097)
H (-3.99041, 2.40189, 0.55237)
H (-3.68821, 1.56374, -0.97185)
H (-4.52410, 4.02998, -1.05297)
H (-2.89822, 4.46605, -0.53419)
H (-3.71615, 3.00972, -3.09228)
H (-2.04038, 3.07801, -2.55443)
H (-0.40369, 5.44624, -2.46563)
H (0.17201, 5.63322, -4.15167)
H (-0.91435, 6.83377, -3.42785)
H (-2.22828, 0.12763, -1.69458)
H (0.06083, -3.88314, -0.52613)
H (0.76184, -3.55488, 1.03713)
H (-1.35476, -5.28603, 0.39543)
H (-3.09139, -3.59810, 0.44713)
H (-3.21077, -4.57195, 1.90549)
H (-2.50997, -2.96070, 2.01515)
C (0.88322, 1.19145, 6.46174)
Cl (0.91637, 0.02637, 7.78909)
Cl (2.49593, 1.83199, 6.10253)
H (0.51625, 0.69567, 5.57012)
H (0.24460, 2.01982, 6.74153)
C (4.03786, -1.02679, -2.71146)
Cl (4.90859, 0.40344, -3.27503)
Cl (3.94853, -1.09546, -0.94546)
H (3.02949, -0.98886, -3.10318)
H (4.55868, -1.90965, -3.06151)
C (-7.53871, 3.00031, 0.59721)
Cl (-6.75257, 1.55661, -0.05376)
Cl (-6.42328, 4.00416, 1.53342)
H (-7.91457, 3.58784, -0.23145)
H (-8.34502, 2.68627, 1.24836)
C (5.50902, -2.79805, 6.35113)
Cl (5.30303, -1.18057, 7.03151)
Cl (5.14711, -2.83624, 4.62044)
H (6.53707, -3.10690, 6.49474)
H (4.82594, -3.47094, 6.85485)

Forces on the atoms, in the same order (eV/Å):
0.16 -0.34 0.03
0.09 0.19 -0.26
0.01 0.05 0.10
0.50 0.30 0.57
-0.29 0.00 0.08
-0.53 -0.27 -0.42
0.20 -0.26 0.06
0.15 0.42 -0.08
-0.12 -0.16 -0.01
-0.07 0.12 0.22
-0.28 -0.15 -0.12
0.01 0.53 -0.16
0.04 -0.13 0.07
-0.10 -0.04 -0.16
0.33 0.01 0.26
-0.08 0.07 -0.20
0.03 0.07 -0.06
0.00 -0.13 0.10
0.14 0.00 -0.04
-0.19 0.20 0.11
-0.44 0.13 -0.25
0.16 -0.13 0.07
0.20 0.06 0.06
-0.03 -0.11 0.34
0.15 -0.06 -0.24
0.06 0.00 -0.01
-0.14 0.08 0.01
-0.06 0.05 0.00
0.03 0.00 -0.06
0.26 -0.09 -0.16
-0.06 0.10 0.06
0.01 0.02 0.00
-0.16 0.02 -0.04
-0.05 0.11 0.15
0.27 -0.10 -0.01
-0.12 -0.12 -0.03
-0.07 -0.27 -0.16
0.24 -0.06 0.23
-0.22 0.10 -0.34
-0.06 -0.18 0.15
0.07 -0.03 -0.03
-0.09 0.18 0.10
0.06 0.38 0.02
0.28 -0.27 -0.17
-0.15 0.08 0.03
0.08 0.17 0.07
-0.13 0.06 0.02
-0.05 0.01 0.05
-0.09 -0.13 0.08
0.04 -0.17 0.05
-0.11 -0.07 -0.22
-0.05 -0.07 -0.18
0.08 0.05 0.02
0.02 -0.02 -0.09
-0.07 0.01 -0.09
0.15 0.06 -0.12
0.06 -0.03 0.11
0.05 -0.28 -0.01
-0.01 -0.07 0.11
0.04 0.00 0.04
-0.05 0.02 -0.10
0.03 0.01 0.02
-0.02 0.04 0.05
-0.03 0.03 -0.02
-0.07 0.01 0.04
-0.06 -0.07 0.06
0.00 -0.07 0.00
0.01 -0.02 0.06
-0.10 0.08 0.00
-0.01 -0.02 0.14
0.11 0.12 0.03
0.02 0.05 -0.05
0.01 -0.03 -0.06
-0.05 -0.04 -0.10
-0.01 0.00 0.00
0.03 0.10 0.20
0.03 -0.02 0.00
0.02 0.01 0.03
-0.01 -0.01 -0.06
0.01 -0.01 -0.03
-0.04 -0.03 0.05
-0.01 0.02 0.02
0.03 0.01 0.02
-0.05 0.01 -0.01
-0.06 -0.02 -0.02
0.00 0.01 0.00
0.03 0.01 -0.01
0.03 -0.02 0.02
-0.02 -0.01 0.03
0.00 0.01 0.02
0.10 -0.11 0.04
0.01 0.03 -0.02
-0.03 0.02 -0.01

Summary:
Gap between HOMO and LUMO in eV: 8.1
Structure (SMILES): CCC[C@H](C)N1C(=O)c2c(CCCCOC(C)=O)cc(S(=O)(=O)C(F)(F)C(F)(F)C(F)(F)C(F)(F)F)c(C[C@H](C)I)c2C1=O.ClCCl.ClCCl.ClCCl.ClCCl
Energy in eV: -189058.038

***

(3)
Entry from the OMol25 dataset: a molecular structure, C30H37IN7ReS (wB97M-V/def2-TZVPD).

Positions of all 77 atoms, in Å:
Re (0.11728, 0.03006, -0.46729)
C (-1.13733, -3.77813, 1.40460)
C (-0.61803, -2.41517, 1.07214)
N (-0.83223, -1.83321, -0.12406)
N (-1.33367, -2.50673, -1.17940)
C (-1.99280, -1.69073, -1.98771)
N (-2.59330, -2.15870, -3.09175)
S (-1.86850, 0.10968, -1.78747)
C (0.30847, -1.72643, 1.97604)
C (0.60070, -2.14651, 3.27514)
C (1.59260, -1.43460, 3.96914)
C (2.29188, -0.36065, 3.41868)
C (1.86296, 0.06603, 2.18661)
N (0.93494, -0.58095, 1.43334)
H (-1.95859, -4.13734, 0.74488)
H (-1.48692, -3.87613, 2.44819)
H (-0.30973, -4.53741, 1.31181)
H (-2.65322, -3.15960, -3.23107)
H (-3.01868, -1.53235, -3.75178)
H (0.20980, -3.08528, 3.66220)
H (1.80532, -1.79137, 4.98816)
H (3.04536, 0.21761, 3.94024)
H (2.34278, 0.95512, 1.73337)
I (4.87379, 1.21883, 1.15385)
C (3.92446, 1.28770, -0.80840)
C (4.94958, 1.10130, -1.68967)
C (5.03485, 1.75659, -2.93372)
C (4.04237, 2.63086, -3.24679)
C (2.87499, 2.73596, -2.42372)
C (1.90168, 3.61669, -2.86110)
C (0.72648, 3.72747, -2.14983)
C (0.44761, 2.79695, -1.15634)
C (1.30729, 1.67336, -0.88584)
C (2.66617, 1.88503, -1.26819)
H (5.78562, 0.44695, -1.41916)
H (5.94109, 1.55962, -3.55931)
H (4.09577, 3.26597, -4.11589)
H (2.16497, 4.32097, -3.68284)
H (-0.06445, 4.49942, -2.30595)
H (-0.52636, 2.86250, -0.63578)
C (0.65773, -0.24708, -3.85604)
C (1.63480, -0.89599, -2.94573)
C (2.90738, -1.31080, -3.22858)
C (3.48392, -1.86114, -2.09401)
C (2.52851, -1.88139, -1.10817)
C (2.71763, -2.64521, 0.19849)
N (1.38796, -1.08161, -1.51621)
H (1.03241, -0.17993, -4.85312)
H (0.42107, 0.77139, -3.53886)
H (-0.28760, -0.85338, -3.97027)
H (3.29030, -1.33220, -4.27063)
H (4.47284, -2.28236, -1.89158)
H (1.82896, -3.29270, 0.40132)
H (2.89719, -1.98532, 1.08026)
H (3.63490, -3.30287, 0.08310)
C (-3.80507, -1.45545, 2.42273)
C (-3.79390, -0.61353, 1.15054)
N (-3.56987, 0.85033, 1.39023)
C (-4.80169, 1.59986, 1.82726)
C (-4.72636, 2.09074, 3.27392)
C (-2.37242, 1.47558, 1.28916)
C (-2.31591, 2.97636, 1.54999)
N (-1.19666, 0.85603, 1.04924)
H (-4.21312, -2.43303, 2.14125)
H (-4.52588, -1.00015, 3.17170)
H (-2.83148, -1.58422, 2.92519)
H (-4.77690, -0.79427, 0.66135)
H (-3.06292, -1.00691, 0.42685)
H (-5.61586, 0.91130, 1.67435)
H (-4.99496, 2.44487, 1.15559)
H (-5.72931, 2.19722, 3.72662)
H (-4.18708, 3.05222, 3.36291)
H (-4.18168, 1.34061, 3.86157)
H (-3.28265, 3.52130, 1.32409)
H (-1.50761, 3.47979, 0.94997)
H (-2.07469, 3.00659, 2.64886)
H (-0.49707, 1.45197, 1.57137)

Forces on the atoms, in the same order (eV/Å):
-0.41 -0.97 1.20
0.18 -1.29 -0.01
-0.76 0.12 -2.70
1.40 -1.08 3.23
-1.93 -0.27 -0.06
1.46 0.79 -0.03
0.00 -0.21 0.65
-0.49 -0.70 -1.01
0.55 1.75 -0.45
0.82 0.54 -1.04
0.19 -0.59 0.88
-1.22 -0.50 0.60
-0.41 0.34 -1.79
0.32 -1.11 1.76
0.67 0.60 0.30
0.14 0.33 -0.41
-0.63 0.68 -0.02
0.00 0.23 0.01
0.06 0.02 0.03
-0.14 0.46 0.04
0.13 0.30 -0.52
-0.03 -0.28 0.02
-0.72 -0.73 0.20
-0.83 -0.20 -0.42
-0.24 -0.20 -0.16
0.66 -0.33 -0.11
0.36 -0.47 -0.69
0.32 -0.03 0.43
0.83 -1.14 -0.02
-0.91 1.59 -0.32
-0.93 1.01 0.08
0.11 -1.31 0.13
-0.49 2.23 1.23
1.12 0.05 -0.78
-0.19 0.58 0.16
-1.08 0.39 0.49
0.03 0.07 -0.15
-0.44 -0.76 0.59
1.03 -0.54 -0.26
0.55 -0.24 -0.60
-1.15 -0.55 0.28
0.42 0.41 1.67
-0.69 0.53 -2.46
-0.12 -1.29 1.89
0.07 1.14 0.63
0.26 0.05 -0.02
1.96 -1.81 -2.42
0.67 0.02 -0.65
-0.23 -0.07 0.01
0.81 0.73 0.36
-0.11 0.19 1.00
-0.43 0.02 -0.59
0.76 0.35 -0.09
-0.09 -0.58 -0.59
-1.20 0.73 0.12
-0.80 0.53 0.88
0.39 -0.21 -0.31
0.35 0.37 -0.55
0.69 0.30 -0.26
0.07 -0.08 0.34
-0.51 -0.68 -0.51
-0.26 0.34 0.40
-0.23 1.67 1.47
0.20 0.06 0.24
0.81 -0.59 -0.76
-0.30 0.18 -0.36
0.55 0.76 0.23
-0.12 0.50 0.45
-0.25 -0.24 0.13
0.12 -0.26 -0.03
0.45 0.03 -0.36
-0.42 -0.53 0.00
-0.13 0.22 0.04
1.18 -0.74 0.49
-0.75 -0.77 0.79
-0.22 0.64 -0.98
-0.83 -0.51 -0.94

Summary:
Multiplicity: 4
Net charge: +1
Gap between HOMO and LUMO (alpha / beta) in eV: 5.7 / 5.2
Energy in eV: -63198.637

***

Taking the records one at a time from the top gives maximum force values of 0.043; 0.016; 0.072 Eh/bohr.